107
Properties=species:S:1:pos:R:3:forces:R:3:lowdin_charge:R:1 method="wB97M-V/def2-TZVPD" lumo_energy_ha=-0.1702 mol_weight_g_mol=1003.77 homo_lumo_gap_ev=5.90 homo_energy_ev=-10.53 charge=+1
C -1.965 -3.046 -0.430 -0.925 0.890 0.960 -0.016
C -3.022 -2.140 -0.954 0.421 -2.019 -1.300 -0.141
N -3.034 -0.629 -0.896 -1.967 -1.769 3.770 -0.048
C -4.326 -0.066 -0.349 -1.168 1.996 1.084 -0.185
N -5.138 -0.615 0.803 3.133 1.720 -2.577 0.156
N -4.816 1.077 -0.974 1.071 -2.102 0.475 0.201
C -1.808 -0.065 -0.185 3.288 2.330 1.801 -0.163
C -0.665 0.716 -1.041 -0.075 -0.455 5.570 0.053
C 0.502 1.261 -0.046 -3.166 -2.085 0.457 -0.024
C 0.423 0.946 1.524 -0.259 -0.025 -0.658 -0.086
N -0.593 0.235 2.348 -0.363 1.205 -8.046 0.036
C -1.658 -0.201 1.405 0.353 0.251 -0.807 -0.060
H -2.118 -3.465 0.677 1.606 2.338 -1.744 0.091
H -1.036 -3.415 -1.040 -2.935 -0.578 0.551 0.089
H -3.931 -2.661 -1.524 2.440 1.943 -0.159 0.123
H -4.608 -1.292 1.394 -0.531 0.825 -0.833 0.100
H -5.570 0.155 1.367 0.293 -0.962 -0.865 0.119
H -5.580 1.680 -0.573 0.670 -1.143 -0.298 0.105
H -4.462 1.348 -1.936 -0.270 -0.626 1.884 0.165
H -0.713 0.889 -2.197 0.134 -0.436 2.538 0.112
H 1.403 1.884 -0.484 -2.058 -1.511 1.141 0.109
H 1.345 1.355 2.167 -2.209 -0.972 -1.565 0.110
H -2.568 -0.758 1.946 2.294 1.281 -1.282 0.105
C 7.225 0.912 2.420 0.162 -0.247 -0.209 0.097
C 6.161 1.552 2.909 0.712 1.333 1.096 -0.189
C 4.777 1.144 2.542 -0.810 -0.154 -0.100 -0.299
O 3.819 1.738 3.022 0.570 -0.129 -0.194 0.087
C 4.615 0.027 1.598 -0.160 0.372 0.277 0.072
C 5.680 -0.610 1.106 -0.756 -1.469 -1.271 -0.201
C 7.063 -0.219 1.494 1.241 0.070 0.130 -0.284
O 8.021 -0.836 1.040 -1.032 0.249 0.141 0.110
O 5.535 -1.658 0.216 0.946 1.399 1.214 0.085
O 6.307 2.618 3.778 -1.366 -1.128 -1.627 0.047
H 8.237 1.197 2.680 -0.021 -0.058 -0.016 0.131
H 3.604 -0.248 1.325 0.050 -0.026 0.021 0.125
H 6.449 -1.952 0.008 -0.337 0.090 0.075 0.120
H 5.393 2.908 3.990 0.281 -0.229 -0.143 0.121
C -7.205 -6.533 -3.588 0.340 0.260 -0.446 0.097
C -7.648 -6.549 -2.329 -0.886 -1.821 0.333 -0.200
C -7.465 -5.376 -1.429 -0.162 0.456 1.003 -0.302
O -7.900 -5.414 -0.284 0.305 -0.160 -0.928 0.112
C -6.753 -4.204 -1.961 -0.084 -0.147 0.186 0.068
C -6.307 -4.190 -3.219 0.685 1.659 -0.074 -0.202
C -6.514 -5.351 -4.127 -0.143 -0.890 -0.587 -0.271
O -6.109 -5.301 -5.283 0.139 0.208 1.191 0.077
O -5.635 -3.092 -3.725 -0.719 -1.718 0.015 0.066
O -8.296 -7.657 -1.815 0.872 2.028 -0.057 0.093
H -7.333 -7.377 -4.253 -0.001 0.075 0.010 0.147
H -6.611 -3.366 -1.291 -0.061 -0.025 -0.011 0.124
H -5.416 -3.325 -4.653 -0.045 0.188 0.313 0.111
H -8.520 -7.422 -0.888 0.047 -0.144 -0.364 0.120
C 12.967 2.035 -0.716 -0.035 0.132 0.360 0.078
C 12.573 1.173 -1.655 1.026 0.468 -1.560 -0.208
C 11.545 0.134 -1.370 -0.618 -0.793 -0.119 -0.302
O 11.189 -0.632 -2.259 0.428 0.669 0.425 0.107
C 10.994 0.066 -0.008 0.008 -0.174 -0.335 0.077
C 11.391 0.925 0.933 -0.936 -0.528 1.330 -0.204
C 12.398 1.982 0.640 0.688 0.848 0.158 -0.306
O 12.729 2.769 1.520 -0.450 -0.707 -0.411 0.106
O 10.879 0.865 2.216 1.005 0.738 -1.310 0.069
O 13.106 1.215 -2.931 -1.177 -0.657 1.478 0.081
H 13.712 2.796 -0.910 -0.052 -0.046 0.019 0.139
H 10.261 -0.705 0.191 0.040 0.083 0.005 0.116
H 11.321 1.591 2.707 -0.122 -0.286 -0.211 0.117
H 12.659 0.493 -3.424 0.187 0.292 0.196 0.117
C -7.741 -2.616 -8.993 -0.128 0.062 -0.306 0.077
C -7.471 -3.544 -8.072 0.778 1.078 1.281 -0.200
C -7.820 -4.975 -8.292 -0.139 -1.201 0.152 -0.294
O -7.543 -5.808 -7.436 -0.350 0.830 -0.700 0.107
C -8.499 -5.335 -9.546 0.176 -0.049 0.341 0.080
C -8.772 -4.406 -10.465 -0.896 -0.974 -1.447 -0.208
C -8.398 -2.980 -10.257 0.070 1.093 -0.284 -0.306
O -8.646 -2.153 -11.128 0.064 -0.830 0.513 0.108
O -9.413 -4.737 -11.645 0.908 1.223 1.373 0.083
O -6.856 -3.210 -6.880 -0.933 -0.895 -1.449 0.062
H -7.491 -1.573 -8.847 -0.015 -0.066 -0.028 0.136
H -8.763 -6.375 -9.685 0.026 0.058 0.010 0.139
H -9.494 -3.894 -12.142 0.030 -0.350 0.179 0.118
H -6.769 -4.053 -6.386 0.145 0.085 -0.160 0.053
C -6.758 5.790 2.448 -0.085 0.060 0.120 0.093
C -6.481 4.808 1.587 1.266 0.625 -0.753 -0.206
C -7.309 3.571 1.532 -0.741 -0.167 0.525 -0.300
O -7.041 2.695 0.717 0.513 -0.119 -0.157 0.050
C -8.430 3.449 2.477 0.492 -0.386 -0.681 0.077
C -8.704 4.429 3.340 -1.883 -0.557 1.374 -0.194
C -7.894 5.677 3.377 0.225 1.320 0.602 -0.291
O -8.182 6.568 4.169 0.083 -1.084 -0.704 0.134
O -9.755 4.319 4.233 1.908 0.830 -1.222 0.101
O -5.414 4.906 0.714 -1.374 -0.942 0.666 0.080
H -6.167 6.695 2.498 -0.045 -0.048 -0.008 0.145
H -9.012 2.537 2.438 0.000 0.066 -0.002 0.139
H -9.748 5.155 4.747 -0.057 -0.292 -0.150 0.125
H -5.424 4.072 0.195 -0.013 0.581 0.283 0.097
C 8.955 2.287 7.857 -0.216 0.004 -0.333 0.078
C 9.459 3.038 8.839 1.070 -1.242 1.114 -0.207
C 9.172 4.497 8.921 0.054 1.060 0.413 -0.304
O 9.633 5.158 9.845 -0.214 -0.756 -0.597 0.111
C 8.336 5.096 7.869 0.174 0.018 0.277 0.080
C 7.836 4.345 6.885 -0.916 1.208 -0.969 -0.202
C 8.100 2.881 6.819 0.072 -1.130 -0.274 -0.294
O 7.611 2.214 5.913 0.449 0.679 0.983 0.097
O 7.052 4.901 5.891 0.835 -1.422 0.915 0.082
O 10.266 2.487 9.817 -1.044 1.458 -0.994 0.083
H 9.154 1.225 7.787 -0.021 0.068 0.007 0.137
H 8.150 6.160 7.931 0.013 -0.059 0.006 0.139
H 6.812 4.155 5.300 0.272 0.284 0.203 0.085
H 10.501 3.232 10.412 -0.088 -0.297 -0.220 0.118



16
Properties=species:S:1:pos:R:3:forces:R:3:lowdin_charge:R:1 method="wB97M-V/def2-TZVPD" lumo_energy_ha=-0.0202 mol_weight_g_mol=154.19 homo_lumo_gap_ev=8.72 homo_energy_ev=-9.27 de_lowest_kcal_mol=77.5
C -1.585 1.600 0.070 0.929 0.569 0.003 -0.106
C -2.569 0.611 -0.084 -0.784 -0.670 -0.075 -0.138
C -0.245 1.462 0.064 -0.568 0.682 0.040 -0.065
C 0.307 -1.061 0.031 -0.353 0.231 -0.024 -0.089
C -3.536 -0.092 -0.232 0.897 0.300 0.107 0.145
C 0.520 0.262 -0.002 0.652 -0.886 -0.056 -0.256
C 1.658 -1.692 0.064 0.424 0.284 0.006 -0.172
O 2.942 0.327 -1.288 -0.224 -0.038 -0.055 -0.305
O 2.977 0.474 1.167 -0.106 -0.040 0.245 -0.303
S 2.320 0.033 -0.028 -0.436 -0.449 -0.167 0.712
H -1.993 2.597 0.181 0.102 0.111 -0.033 0.115
H -4.329 -0.765 -0.372 -0.484 -0.330 -0.061 0.024
H 0.361 2.356 0.141 -0.147 0.134 0.059 0.120
H -0.626 -1.599 0.058 -0.182 0.047 0.024 0.114
H 1.894 -2.179 1.007 0.132 -0.017 0.082 0.101
H 1.905 -2.334 -0.778 0.147 0.071 -0.095 0.101



9
Properties=species:S:1:pos:R:3:forces:R:3:lowdin_charge:R:1 method="wB97M-V/def2-TZVPD" lumo_energy_ha=0.0260 mol_weight_g_mol=72.06 homo_lumo_gap_ev=9.77 homo_energy_ev=-9.06 de_lowest_kcal_mol=69.3 smiles="O=C1C[C@@H]1O"
O -2.192 -0.394 0.072 -0.755 -0.885 0.313 0.136
C -1.069 -0.080 0.254 2.346 1.906 -0.767 -0.319
C -0.084 0.966 -0.260 -1.105 -2.493 -0.958 0.011
C 0.401 -0.288 0.546 -1.462 -3.305 -5.092 -0.169
O 1.095 -1.450 -0.065 -0.435 1.154 0.771 -0.049
H -0.079 1.221 -1.338 0.413 -0.828 0.651 0.128
H 0.121 1.764 0.319 0.391 2.953 1.848 0.051
H 0.707 -0.204 1.515 1.113 0.704 2.276 0.111
H 1.099 -1.534 -1.042 -0.508 0.794 0.958 0.101



81
Properties=species:S:1:pos:R:3:forces:R:3:lowdin_spin:R:1 method="wB97M-V/def2-TZVPD" lumo_energy_ha="0.0144 / -0.0588" mol_weight_g_mol=859.36 homo_lumo_gap_ev="6.88 / 6.01" spin_multiplicity=3 homo_energy_ev="-6.49 / -7.61" s_squared=2.024 de_lowest_kcal_mol=0.0
Au 0.613 2.294 0.747 -0.120 0.405 0.839 0.384
O 5.175 1.668 6.049 -0.031 0.006 0.002 0.039
C 4.368 1.774 5.172 -0.064 0.020 -0.060 0.014
S 3.757 3.326 4.568 0.025 0.014 0.001 0.023
C 2.700 2.695 3.321 -0.068 0.452 0.040 0.170
C 2.655 1.305 3.197 0.063 -0.420 0.028 0.173
S 1.767 0.425 2.071 0.002 0.091 -0.176 0.270
S 3.641 0.395 4.324 -0.008 0.009 -0.062 0.025
S 1.834 3.818 2.415 0.021 -0.205 -0.154 0.430
C 4.294 0.776 -3.305 -0.029 0.037 0.057 0.000
C 3.370 2.003 -3.264 0.252 0.020 -0.288 0.000
C 2.581 2.125 -4.576 -0.023 -0.002 0.065 0.000
C 4.171 3.284 -2.991 -0.036 -0.015 0.036 0.000
C 2.415 1.814 -2.172 -0.188 0.007 0.240 0.003
N 1.663 1.660 -1.319 0.180 -0.209 -0.497 0.030
H 4.986 0.871 -4.141 -0.007 0.023 -0.007 0.000
H 3.716 -0.139 -3.434 0.025 -0.014 -0.034 0.000
H 4.871 0.694 -2.384 -0.008 -0.019 0.000 0.000
H 3.277 2.214 -5.410 0.023 0.013 0.014 0.000
H 1.940 3.007 -4.563 -0.010 -0.005 -0.008 0.000
H 1.959 1.244 -4.736 0.001 0.001 -0.027 0.000
H 4.878 3.449 -3.806 -0.005 -0.025 -0.017 0.000
H 4.728 3.201 -2.058 0.002 0.010 -0.002 0.000
H 3.510 4.147 -2.918 0.016 0.002 0.006 0.000
C -0.622 3.847 -0.176 0.266 -0.573 0.281 0.203
C 0.190 5.033 -0.419 0.133 0.389 -0.149 0.016
C 0.358 6.020 0.565 -0.132 -0.135 -0.140 0.038
C 1.144 7.134 0.333 0.110 0.040 -0.013 -0.004
C 1.782 7.301 -0.889 0.006 0.042 -0.028 0.040
C 1.613 6.346 -1.884 0.060 0.019 0.010 -0.004
C 0.841 5.223 -1.648 -0.115 -0.080 0.114 0.034
H -0.972 3.358 -1.084 -0.059 0.065 -0.027 0.015
H -1.417 3.974 0.555 -0.035 0.080 -0.049 0.013
H -0.144 5.897 1.517 0.010 0.024 0.018 0.002
H 1.269 7.878 1.109 -0.024 -0.014 0.014 -0.001
H 2.402 8.170 -1.069 -0.029 0.016 0.002 0.003
H 2.079 6.489 -2.852 0.033 -0.029 0.011 -0.001
H 0.716 4.470 -2.419 -0.017 0.034 -0.028 0.001
C -4.577 -3.238 -0.241 0.091 -0.092 -0.015 0.000
C -4.315 -3.852 1.138 -0.106 0.013 0.149 0.000
C -3.957 -5.336 0.961 -0.015 0.097 0.047 0.000
C -5.638 -3.781 1.920 0.116 0.021 -0.012 0.000
C -3.181 -3.128 1.947 0.193 0.004 -0.228 0.000
O -3.239 -3.562 3.314 0.109 0.007 0.030 0.000
C -1.749 -3.432 1.450 -0.135 0.157 -0.198 0.000
C -1.455 -3.326 -0.058 0.234 -0.007 0.169 0.000
C 0.015 -3.484 -0.370 -0.134 -0.043 0.117 0.000
C 0.728 -2.471 -0.996 0.043 0.078 0.022 0.000
C 2.072 -2.626 -1.302 0.030 0.108 0.023 0.000
C 2.712 -3.805 -0.969 -0.115 -0.029 0.034 0.000
Cl 4.392 -4.011 -1.352 0.100 0.010 -0.015 0.000
C 2.025 -4.830 -0.337 0.021 -0.022 -0.016 0.000
C 0.681 -4.665 -0.049 0.027 0.063 -0.025 0.000
C -3.415 -1.600 2.141 -0.242 -0.377 0.071 0.000
N -2.703 -0.675 1.287 0.216 0.134 0.176 0.001
C -1.568 -0.031 1.591 -0.097 -0.008 -0.059 0.008
N -1.236 0.771 0.603 -0.002 -0.245 -0.267 0.064
C -2.214 0.569 -0.316 -0.094 0.148 0.256 0.002
N -3.140 -0.276 0.079 -0.025 -0.194 -0.320 0.002
H -5.450 -3.729 -0.678 -0.009 0.012 0.003 0.000
H -3.744 -3.376 -0.927 -0.177 0.064 -0.014 0.000
H -4.786 -2.174 -0.176 -0.029 0.097 -0.023 0.000
H -4.761 -5.835 0.420 -0.006 -0.030 0.021 0.000
H -3.848 -5.848 1.921 -0.006 -0.047 -0.021 0.000
H -3.040 -5.473 0.389 -0.045 -0.078 0.039 0.000
H -6.369 -4.438 1.447 -0.025 0.039 -0.030 0.000
H -6.053 -2.772 1.916 -0.036 -0.004 0.013 0.000
H -5.513 -4.093 2.955 -0.044 -0.016 0.007 0.000
H -3.129 -4.518 3.335 0.011 -0.030 0.008 0.000
H -1.513 -4.449 1.774 0.024 0.002 0.040 0.000
H -1.067 -2.778 2.001 0.029 -0.040 -0.017 0.000
H -1.802 -2.375 -0.463 -0.020 -0.027 0.002 0.000
H -1.988 -4.117 -0.586 0.030 0.107 -0.015 0.000
H 0.238 -1.536 -1.248 -0.016 -0.022 0.028 0.000
H 2.618 -1.823 -1.778 0.033 -0.024 -0.003 0.000
H 2.538 -5.746 -0.077 0.012 0.005 -0.026 0.000
H 0.144 -5.475 0.430 0.001 0.002 0.012 0.000
H -3.078 -1.384 3.153 -0.068 -0.016 0.007 0.000
H -4.479 -1.385 2.082 0.025 0.169 -0.022 0.000
H -1.018 -0.145 2.511 -0.055 -0.068 0.037 0.006
H -2.244 1.074 -1.266 -0.065 0.008 -0.001 0.000